Record 1
98
Properties=species:S:1:pos:R:3:forces:R:3:lowdin_charge:R:1 method="wB97M-V/def2-TZVPD" de_lowest_kcal_mol=2.5 homo_lumo_gap_ev="3.8726 / 3.8707" homo_ev="-3.456 / -3.454" charge=0 lumo_energy_ev="0.42 / 0.42"
C 2.6710 -2.8255 -2.9663 -0.024 -0.353 0.337 -0.0681
C 2.1407 -1.9603 -4.0580 -0.443 -0.057 -1.091 -0.2225
H 1.9506 -3.6254 -2.7421 0.171 0.101 0.169 0.0940
H 2.8565 -2.2546 -2.0559 -0.018 -0.188 -0.225 0.0070
H 3.6079 -3.3110 -3.2727 -0.204 0.085 0.061 0.0834
C 2.1557 -2.4237 -5.3241 0.209 0.707 0.589 -0.1229
C 2.5595 -3.8099 -5.7002 0.132 -0.416 -0.264 -0.1064
H 1.9378 -1.7735 -6.1684 -0.161 -0.087 0.337 0.0960
H 1.9826 -4.5724 -5.1549 0.208 0.187 -0.063 0.0799
H 3.6283 -4.0075 -5.5253 -0.222 0.016 0.019 0.0786
H 2.3693 -3.9562 -6.7697 0.100 -0.112 0.205 0.0692
Bi -1.0404 1.3414 1.0223 1.721 -0.194 1.310 1.3637
Cl 1.0875 2.6702 0.5580 1.043 0.732 -0.941 -0.1491
C -1.7544 4.2858 0.0933 -0.408 -2.656 1.419 -0.3054
O -2.1602 3.1395 0.5182 0.032 3.479 -0.659 -0.3575
N -2.5058 4.9773 -0.7307 -0.660 0.732 -0.744 -0.1776
C -3.8117 4.4601 -1.1529 0.256 0.070 -0.112 -0.0194
C -1.9703 6.1740 -1.3771 0.198 -0.206 0.141 -0.0340
H -0.7893 4.7008 0.4020 -0.059 -0.193 -0.220 0.1065
H -4.4021 4.1537 -0.2830 0.202 0.009 -0.177 0.0962
H -3.6973 3.6044 -1.8339 -0.044 0.204 0.231 0.0883
H -4.3195 5.2739 -1.6761 -0.026 -0.208 0.072 0.0832
H -1.3210 6.6896 -0.6607 -0.152 0.035 -0.259 0.0925
H -2.8014 6.8186 -1.6660 0.177 0.036 0.094 0.0831
H -1.3775 5.9211 -2.2700 -0.216 0.049 0.203 0.0980
H -3.9255 2.4154 4.9428 -0.087 -0.256 -0.047 0.0983
H -2.1279 0.5192 6.9120 -0.173 -0.209 -0.174 0.0958
C -4.2020 1.3534 4.9743 0.195 -0.066 0.042 -0.0277
C -2.6536 -0.1683 6.2288 0.079 0.206 -0.225 -0.0380
N -3.0154 0.4980 4.9729 -0.487 -0.096 1.251 -0.1754
H -4.8405 1.1201 4.1149 0.201 0.100 0.155 0.0972
C -2.2144 0.4723 3.9287 -0.104 1.466 -3.026 -0.3237
O -2.4458 1.1831 2.8964 -1.348 -1.754 3.264 -0.2830
H -1.9985 -1.0234 6.0156 -0.205 0.223 0.086 0.0811
H -1.3494 -0.2113 3.9710 -0.287 0.368 -0.064 0.1019
H -4.7316 1.1401 5.9044 -0.102 0.155 -0.168 0.0800
H -3.5726 -0.5130 6.7155 0.287 -0.072 -0.080 0.0852
H -0.1347 -5.4699 2.9987 -0.185 -0.026 -0.122 0.0916
H -0.2138 -3.3884 0.2532 -0.296 -0.123 0.085 0.0618
C -1.1622 -5.1705 2.7469 0.259 0.132 0.265 -0.0549
C -1.1297 -3.8813 0.6074 0.060 -0.030 -0.141 -0.0351
N -1.1952 -3.8881 2.0594 -0.082 -0.024 0.361 -0.1770
H -1.7328 -5.1022 3.6796 0.058 -0.129 -0.201 0.0848
C -1.2808 -2.7364 2.7506 -0.144 1.556 -1.149 -0.2837
O -1.3665 -1.6061 2.2339 0.091 -2.126 0.900 -0.0600
H -1.9942 -3.3681 0.1774 0.194 -0.105 0.201 0.0788
H -1.2664 -2.8700 3.8474 -0.065 -0.073 -0.073 0.1358
H -1.5994 -5.9322 2.0961 -0.020 0.110 0.257 0.0854
H -1.1372 -4.9227 0.2795 0.067 0.172 -0.075 0.0873
O 0.7604 -0.6076 -2.5326 -0.222 -0.558 -0.347 -0.2268
C 1.6643 -0.5675 -3.6553 0.200 0.210 0.258 -0.2585
C 0.2355 -0.2187 -5.7317 -0.159 0.236 -0.145 -0.0850
C 1.1522 0.2837 -4.8039 0.047 -0.039 0.136 -0.1875
H -0.0996 -1.2589 -5.6491 0.072 0.619 -0.045 0.1110
C -0.2454 0.5986 -6.7602 0.164 -0.206 0.236 -0.0761
H 2.5542 -0.0829 -3.2287 -0.056 0.163 -0.201 0.1509
C 1.5931 1.6073 -4.9062 -0.244 -0.303 -0.263 -0.0327
H -0.9547 0.1822 -7.4779 0.170 0.211 0.171 0.1052
C 0.1945 1.9174 -6.8651 0.095 -0.026 0.213 -0.0918
C 1.1145 2.4182 -5.9353 -0.024 -0.033 -0.024 -0.0845
H 2.3034 1.9719 -4.1603 -0.221 0.042 -0.286 0.1243
H -0.1868 2.5510 -7.6669 0.159 -0.120 0.224 0.0987
H 1.4647 3.4461 -6.0097 -0.106 -0.175 -0.028 0.0995
Si -0.8229 -0.1530 -2.2465 -0.216 0.545 -1.136 0.3613
Cl 1.7829 -1.4994 -0.0229 0.223 0.291 0.772 0.8796
C -1.9478 -0.8505 -3.5881 -0.309 -0.006 -0.217 -0.1663
C -0.9434 1.7023 -2.3833 0.081 0.425 -0.375 -0.2044
C -1.5181 -0.9294 -0.7240 -0.130 -1.243 -0.174 -0.3564
H -2.0562 -0.1786 -4.4480 0.055 -0.161 0.149 0.0214
H -2.9514 -1.0018 -3.1632 0.168 0.008 -0.061 0.0323
H -1.5949 -1.8227 -3.9534 -0.082 0.086 0.059 0.0323
H -1.8650 -1.9093 -1.0675 0.148 -0.337 -0.205 0.0161
H -2.4170 -0.4382 -0.3196 0.573 -0.168 -0.426 0.0012
H -0.7819 -1.1342 0.0624 -0.551 0.134 -0.138 -0.0713
H -0.7194 1.9660 -3.4313 -0.057 -0.030 0.165 0.0243
H -0.2071 2.2173 -1.7475 -0.271 -0.068 -0.162 -0.0365
H -1.9587 2.0746 -2.1622 0.355 -0.214 0.090 0.0197
C 1.5609 -0.7908 4.7685 0.137 -0.335 0.157 -0.0119
C 2.0336 0.0933 3.6199 -0.175 0.125 -0.212 -0.4282
C 1.6343 1.5280 3.9234 0.080 0.366 0.091 -0.0467
O 1.3049 -0.3226 2.4301 1.053 -0.767 -0.150 -0.0056
B 2.2369 -0.7050 1.4935 -0.780 0.147 0.006 -1.1189
O 3.5308 -0.4865 1.8108 -0.046 -0.110 0.305 0.1040
C 3.5673 -0.1043 3.2079 0.334 0.083 0.165 -0.4362
C 4.4173 1.1515 3.3070 0.033 0.396 0.154 -0.0131
C 4.2810 -1.2437 3.9391 -0.096 -0.133 0.039 -0.0168
H 0.4739 -0.7012 4.8859 0.248 0.098 -0.106 0.0637
H 1.7855 -1.8505 4.5898 -0.044 0.256 0.094 0.0868
H 2.0241 -0.4759 5.7155 -0.071 -0.144 -0.252 0.0992
H 0.5542 1.5885 4.1089 0.214 -0.122 -0.192 0.0698
H 2.1385 1.8804 4.8333 0.046 -0.038 -0.197 0.0929
H 1.8546 2.1961 3.0827 -0.109 -0.165 0.245 0.0325
H 4.5097 1.4653 4.3567 -0.053 -0.024 -0.248 0.0957
H 5.4291 0.9546 2.9320 -0.250 -0.079 0.030 0.0951
H 3.9963 1.9805 2.7258 0.061 -0.238 0.133 0.0931
H 3.7415 -2.1930 3.8070 0.191 0.267 0.121 0.0910
H 5.2871 -1.3729 3.5170 -0.287 0.104 0.080 0.0961
H 4.3826 -1.0160 5.0099 -0.068 -0.146 -0.256 0.0949

---

Record 2
118
Properties=species:S:1:pos:R:3:forces:R:3:lowdin_charge:R:1 method="wB97M-V/def2-TZVPD" homo_lumo_gap_ev=6.5557 homo_ev=-5.284 charge=-1 lumo_energy_ev=1.27
N -0.4642 -3.2575 -11.0113 -8.612 8.192 1.258 0.1052
C -1.4074 -2.3439 -10.9161 6.065 -3.689 -2.918 -0.2447
O -2.1829 -1.1142 -11.2878 1.761 -4.696 1.227 -0.4620
P -3.8432 -1.5512 -11.5779 -0.754 -0.378 0.526 0.1568
Br -4.3299 -0.7254 -9.5017 -0.162 0.697 0.493 0.2869
I -3.2988 -2.5802 -13.7815 0.382 0.083 -0.696 0.4341
C -4.7090 -3.1702 -11.0533 -4.763 -8.239 2.657 -0.7467
O -5.6911 -3.6253 -11.8796 5.160 3.598 3.338 -0.2330
O -4.4502 -3.9482 -9.8317 -0.141 5.294 -6.347 -0.2793
H -4.6869 -0.5258 -12.2000 1.074 -0.865 0.540 -0.0019
C -0.9273 1.1854 -3.9574 0.183 0.554 -0.004 -0.0429
O -1.2690 -0.1944 -3.8401 -0.275 -0.549 -0.566 -0.0364
C -1.6918 -0.7651 -4.9963 -0.317 0.254 -0.932 -0.5754
O -1.7945 -0.2054 -6.0766 0.235 -0.847 1.839 0.1186
O -1.9805 -2.0664 -4.7421 0.262 1.274 0.317 -0.0549
C -2.4412 -2.7977 -5.8767 -0.344 -0.537 -0.700 -0.0296
H -0.6033 1.5381 -2.9744 -0.128 -0.351 -0.062 0.0909
H -0.0997 1.3197 -4.6613 -0.270 -0.037 -0.002 0.1007
H -1.7978 1.7739 -4.2646 0.192 -0.153 -0.112 0.0999
H -1.6741 -2.8226 -6.6573 -0.235 0.177 0.051 0.1033
H -3.3723 -2.3684 -6.2606 0.313 -0.012 -0.075 0.1012
H -2.6415 -3.8245 -5.5585 0.076 0.294 0.208 0.0921
C 1.1686 -2.8012 -4.6566 -0.538 -0.375 -0.089 -0.0267
O 2.1167 -1.7383 -4.5825 1.375 -0.117 -0.006 -0.0027
C 3.4116 -2.1405 -4.6350 -0.176 -0.305 -0.057 -0.5580
O 3.8009 -3.2934 -4.7362 -0.423 1.555 0.200 0.1007
O 4.1983 -1.0378 -4.5553 -0.688 -0.706 -0.052 -0.0099
C 5.5975 -1.3107 -4.5986 0.476 -0.091 0.005 -0.0478
H 0.1672 -2.3650 -4.6057 0.541 0.031 0.074 0.0695
H 1.2628 -3.3371 -5.6066 0.117 -0.003 0.234 0.1090
H 1.2893 -3.4858 -3.8108 0.093 0.039 -0.227 0.1049
H 5.8688 -1.7870 -5.5462 -0.082 -0.064 0.230 0.0993
H 5.8953 -1.9357 -3.7505 -0.037 -0.001 -0.231 0.0834
H 6.1301 -0.3583 -4.5275 -0.375 -0.067 0.013 0.0942
C -0.1713 1.3943 2.7048 0.243 0.423 0.164 -0.0552
O -0.8119 0.2125 2.2280 -0.467 -0.097 -0.822 -0.0127
C -1.3912 0.3450 1.0081 -0.113 0.190 -0.448 -0.5595
O -1.4009 1.3569 0.3249 0.012 -1.394 1.023 0.1061
O -1.9578 -0.8436 0.6801 0.594 0.967 0.653 -0.0087
C -2.6095 -0.8527 -0.5886 -0.240 -0.026 -0.651 -0.0325
H 0.2567 1.1739 3.6867 -0.206 -0.224 -0.182 0.0812
H 0.6412 1.6907 2.0337 -0.272 0.072 0.029 0.1028
H -0.8961 2.2067 2.8198 0.192 -0.082 -0.183 0.1014
H -1.8945 -0.6461 -1.3914 -0.207 0.088 0.145 0.0870
H -3.4318 -0.1301 -0.6053 0.230 -0.012 -0.058 0.0916
H -3.0260 -1.8512 -0.7475 0.205 0.132 0.292 0.0977
C -5.5839 2.6622 -0.1158 0.195 0.258 0.411 -0.0506
O -6.0316 1.9181 -1.2472 -0.603 0.370 -0.749 -0.0150
C -6.7933 2.6287 -2.1169 -0.134 0.386 -0.079 -0.5601
O -7.1059 3.8034 -2.0022 0.441 -1.667 -0.124 0.1053
O -7.1468 1.8057 -3.1362 0.393 0.518 0.974 -0.0099
C -7.9567 2.4230 -4.1349 -0.310 0.194 -0.441 -0.0509
H -4.9848 1.9961 0.5112 -0.147 -0.072 -0.338 0.0872
H -4.9527 3.4998 -0.4296 -0.241 -0.080 0.056 0.1020
H -6.4351 3.0170 0.4743 0.139 0.075 -0.206 0.0970
H -7.4204 3.2510 -4.6094 -0.159 -0.063 0.205 0.0997
H -8.9027 2.7682 -3.7055 0.248 0.086 -0.030 0.0967
H -8.1793 1.6741 -4.8999 0.230 -0.035 0.323 0.0969
C 0.9611 3.7116 8.9021 0.131 0.568 -0.013 -0.0379
O 0.6194 2.3319 9.0195 -0.381 -0.655 -0.853 -0.0089
C 0.1966 1.7611 7.8633 -0.091 -0.088 -0.159 -0.5382
O 0.0938 2.3208 6.7829 -0.002 -0.962 1.650 0.0854
O -0.0921 0.4598 8.1174 0.333 1.214 0.007 -0.0048
C -0.5528 -0.2715 6.9828 -0.217 -0.344 -0.467 -0.0452
H 1.2851 4.0643 9.8852 -0.080 -0.337 -0.119 0.0888
H 1.7887 3.8459 8.1982 -0.234 0.006 0.058 0.0964
H 0.0905 4.3002 8.5950 0.195 -0.134 -0.107 0.1049
H 0.2142 -0.2964 6.2022 -0.204 0.131 0.082 0.0958
H -1.4839 0.1578 6.5990 0.267 0.016 -0.030 0.1012
H -0.7532 -1.2983 7.3011 0.135 0.309 0.202 0.0967
C 2.2063 7.9018 2.3736 -0.019 0.274 -0.428 -0.0541
O 2.2853 7.1744 3.5979 -0.372 -0.880 0.147 -0.0138
C 1.6934 5.9539 3.5612 -0.246 -0.311 -0.305 -0.5592
O 1.1259 5.4606 2.5992 0.839 0.744 1.396 0.1093
O 1.8423 5.3773 4.7805 0.038 0.768 -1.057 -0.0071
C 1.2637 4.0782 4.8899 -0.076 -0.449 0.189 -0.0573
H 2.7113 8.8610 2.5173 -0.044 -0.283 0.259 0.0924
H 2.7163 7.3612 1.5697 -0.250 0.020 0.110 0.0989
H 1.1626 8.0986 2.1081 0.193 -0.190 -0.043 0.0985
H 1.7359 3.3848 4.1867 -0.172 0.163 -0.034 0.0983
H 0.1823 4.1222 4.7251 0.244 -0.054 -0.059 0.1020
H 1.4421 3.7131 5.9051 0.047 0.458 -0.427 0.0584
C 9.2170 -2.7914 0.8111 0.215 0.391 0.182 -0.0552
O 8.5765 -3.9731 0.3343 -0.450 -0.052 -0.861 -0.0118
C 7.9972 -3.8406 -0.8856 -0.135 0.214 -0.370 -0.5591
O 7.9875 -2.8287 -1.5688 0.041 -1.394 0.992 0.1031
O 7.4306 -5.0292 -1.2136 0.633 0.949 0.558 -0.0104
C 6.7788 -5.0383 -2.4823 -0.337 -0.012 -0.550 -0.0450
H 9.6451 -3.0117 1.7930 -0.199 -0.241 -0.230 0.0925
H 10.0295 -2.4950 0.1400 -0.261 0.044 0.032 0.0974
H 8.4923 -1.9789 0.9261 0.167 -0.102 -0.186 0.0984
H 7.4938 -4.8318 -3.2851 -0.165 0.125 0.164 0.1005
H 5.9565 -4.3158 -2.4990 0.242 -0.050 -0.086 0.0915
H 6.3624 -6.0369 -2.6412 0.190 0.155 0.300 0.0970
C -6.2613 -3.8274 -3.0827 -0.125 0.515 -0.258 -0.0469
O -6.0112 -5.0944 -2.4773 0.604 -0.827 -0.338 -0.0145
C -5.1992 -5.9075 -3.1990 0.248 0.240 -0.635 -0.5582
O -4.6934 -5.6414 -4.2780 -0.738 -0.424 1.719 0.1135
O -5.0477 -7.0679 -2.5122 -0.233 0.865 -0.299 -0.0150
C -4.2113 -8.0265 -3.1570 0.283 -0.344 -0.241 -0.0542
H -6.9210 -3.2605 -2.4200 0.142 -0.352 0.059 0.0926
H -5.3291 -3.2662 -3.2030 -0.145 -0.169 -0.148 0.0947
H -6.7662 -3.9529 -4.0460 0.270 0.023 0.099 0.1028
H -3.1972 -7.6332 -3.2802 -0.235 -0.007 -0.141 0.0984
H -4.6343 -8.3198 -4.1233 0.179 0.194 0.101 0.1003
H -4.1610 -8.9140 -2.5201 -0.197 0.324 0.076 0.0909
C 2.7493 2.6124 12.5756 -0.413 -0.335 0.207 -0.0477
O 3.7277 3.4421 11.9523 0.844 0.478 0.475 -0.0154
C 4.6979 3.8871 12.7902 0.048 -0.096 0.474 -0.5597
O 4.7857 3.6379 13.9823 -0.129 0.367 -1.743 0.1082
O 5.5534 4.6574 12.0719 -0.779 -0.627 0.387 -0.0110
C 6.6337 5.1983 12.8301 0.410 0.215 0.253 -0.0530
H 2.0237 2.3147 11.8136 0.306 0.193 -0.059 0.0855
H 3.2125 1.7076 12.9820 -0.065 0.255 0.065 0.1010
H 2.2190 3.1629 13.3594 0.224 -0.149 -0.026 0.1008
H 7.2523 4.3969 13.2466 -0.216 0.147 0.062 0.0986
H 6.2587 5.8522 13.6240 0.061 -0.260 -0.043 0.0984
H 7.2535 5.7962 12.1562 -0.328 -0.202 -0.087 0.0941

---

Respective max |F| values: 3.9; 12.0 eV/Å.